ORCA calculation (ωB97M-V with the def2-TZVPD basis set) on an isolated molecule of C7H11NO3 at a distorted geometry.

Properties
HOMO energy (eV): -10.1
Molecular weight (g mol⁻¹): 157.2
Energy relative to the best compared isomer or geometry (same formula, charge and spin) (kcal/mol): 136.3
Spin multiplicity: 1
DFT total energy (eV): -15064.732
Kohn-Sham gap (eV): 9.64

Element x y z (Å)
1 O -2.30997 2.23051 1.19386
2 O 2.03178 1.62482 0.18670
3 O 2.13173 1.00843 -1.95455
4 N 1.59192 1.07258 -0.83526
5 C -0.75644 -1.57763 0.40157
6 C -0.29320 0.18597 -1.99886
7 C 0.17758 -0.47219 0.51889
8 C 1.31220 -0.81285 1.42368
9 C 0.35587 0.42114 -0.72151
10 C -0.39419 0.91768 0.75507
11 C -1.83102 1.27213 0.62661
12 H 0.95761 -1.22717 2.35129
13 H 0.37102 -0.22611 -2.68999
14 H 0.08412 1.71610 1.28224
15 H -0.34616 -2.40325 -0.27134
16 H -2.41999 0.73417 -0.01882
17 H -0.81621 -2.12325 1.38450
18 H 2.07665 -1.55667 0.84602
19 H -0.85431 1.07424 -2.50969
20 H 1.83432 0.10459 1.78453
21 H -1.79378 -1.29008 0.13037
22 H -1.10955 -0.67316 -1.88531